C13H30ILuO2P2 | wB97M-V/def2-TZVPD

The geometry in XYZ format:
```
49
Properties=species:S:1:pos:R:3:forces:R:3:lowdin_charge:R:1
C -4.829 -3.670 -0.301 0.01 0.20 -0.65 0.088
C -3.827 -3.165 0.585 3.04 0.97 4.69 0.071
H -5.526 -4.365 0.213 0.48 0.33 0.14 0.163
H -4.294 -4.216 -1.113 -0.36 0.39 0.23 0.159
H -5.399 -2.788 -0.678 0.33 -0.48 -0.03 0.159
O -3.075 -2.831 1.410 -3.68 -1.50 -4.52 0.338
I -1.527 -0.321 -2.825 -0.29 -0.17 -0.16 0.008
Lu -0.139 0.020 -0.456 1.19 0.87 -0.81 0.655
P -1.752 1.831 0.777 -0.99 1.55 0.33 0.692
C -1.399 2.696 2.350 0.24 -0.25 0.19 -0.247
C -1.906 3.277 -0.358 0.16 -0.16 -0.25 -0.246
H -2.678 3.956 0.034 0.20 -0.23 -0.07 0.064
H -4.107 2.287 1.122 0.12 -0.42 0.02 0.064
H -2.196 2.938 -1.364 0.11 0.18 0.29 0.041
H -3.854 0.827 0.102 -0.03 0.18 0.22 0.030
H -0.449 3.245 2.273 -0.26 -0.22 0.04 0.056
H -0.954 3.826 -0.419 -0.31 -0.27 0.01 0.042
C -3.513 1.367 0.996 0.05 -0.13 -0.11 -0.269
H -2.206 3.412 2.572 0.24 -0.27 -0.13 0.068
H -3.616 0.727 1.882 -0.08 0.18 -0.18 0.043
H -1.328 1.967 3.170 0.01 0.31 -0.14 0.047
P 1.357 -2.293 -0.457 0.83 -0.77 -0.40 0.688
C 2.671 -2.679 0.742 -0.02 0.10 0.38 -0.250
C 0.460 -3.874 -0.570 -0.15 -0.08 -0.06 -0.272
H 1.662 -2.116 -2.878 0.17 -0.04 0.16 0.040
H 2.811 -3.267 -2.136 -0.09 0.15 0.05 0.063
H 3.095 -1.516 -1.997 -0.23 -0.11 0.03 0.056
C 2.321 -2.293 -2.019 -0.17 0.23 -0.17 -0.245
H -0.389 -3.763 -1.255 0.18 -0.11 0.07 0.031
H 1.148 -4.637 -0.960 -0.30 0.09 0.18 0.063
H 3.162 -3.618 0.458 -0.13 0.17 0.03 0.067
H 2.249 -2.792 1.748 0.17 0.02 -0.17 0.050
H 0.098 -4.170 0.422 0.08 -0.03 -0.19 0.044
H 3.426 -1.884 0.761 -0.21 -0.13 0.00 0.053
C -0.433 -0.814 1.715 -0.52 -1.92 5.28 -0.118
O -0.536 -1.190 2.805 0.40 1.43 -4.07 0.141
C 1.986 3.316 -1.115 0.09 0.18 -0.16 -0.095
C 2.610 1.956 -0.805 0.29 -0.06 -0.17 -0.550
C 4.042 2.166 -0.311 -0.13 0.13 0.33 -0.085
C 1.737 1.160 0.163 -0.74 -0.14 -0.47 -0.350
H 1.906 3.930 -0.210 0.06 -0.11 -0.01 0.086
H 0.983 3.254 -1.554 0.09 -0.16 -0.03 0.056
H 2.620 3.866 -1.822 -0.22 -0.08 0.14 0.089
H 2.695 1.404 -1.751 -0.10 0.03 -0.06 0.113
H 4.011 2.667 0.669 0.15 -0.05 -0.25 0.090
H 4.596 1.227 -0.189 -0.15 0.11 -0.05 0.074
H 4.578 2.798 -1.021 0.15 -0.04 0.14 0.081
H 2.295 0.313 0.615 0.10 0.22 0.13 0.020
H 1.415 1.829 0.979 0.21 -0.12 0.21 0.035
```
Positions in Å, forces in eV/Å.

F_max, eV/Å: 6.019
HOMO energy, eV: -13.4
Energy above the lowest of the compared OMol25 structures with the same formula, charge and spin, kcal per mole: 0.0
Total charge: +2
Total energy, a.u.: -2879.17461